The following is a quantum chemistry calculation of C34H47N5V as an isolated structure at a distorted geometry, from the Open Molecules 2025 dataset.

The HOMO energy (spin up / spin down) comes out at -6.619 / -7.399 eV. The energy relative to the best compared isomer or geometry (same formula, charge and spin) comes out at 23.1 kcal/mol. Its spin multiplicity is 4. The expectation value of S² is 3.77.

Geometry (Å):
V  -0.274  0.096  0.743
C  1.891  -1.937  3.968
N  0.650  -1.179  4.114
C  -0.548  -1.899  3.784
C  -0.544  -2.528  2.415
N  -0.425  -1.913  1.263
C  -0.359  -2.964  0.295
C  -0.175  -2.897  -1.085
C  -0.141  -4.085  -1.780
C  -0.292  -5.326  -1.121
C  -0.466  -5.395  0.246
C  -0.487  -4.180  0.921
N  -0.610  -3.851  2.275
C  2.628  -1.640  2.691
N  2.285  -2.049  1.506
C  3.189  -1.418  0.644
C  3.257  -1.483  -0.748
C  4.242  -0.747  -1.379
C  5.158  0.037  -0.643
C  5.108  0.101  0.738
C  4.097  -0.645  1.353
N  3.729  -0.830  2.680
H  2.558  -1.759  4.811
H  1.682  -3.008  3.974
H  0.675  -0.343  3.545
H  -0.734  -2.690  4.515
H  -1.399  -1.229  3.841
H  -0.056  -1.945  -1.590
H  0.005  -4.064  -2.856
H  -0.265  -6.242  -1.697
H  -0.569  -6.344  0.761
H  -0.719  -4.487  3.046
H  2.546  -2.087  -1.311
H  4.313  -0.768  -2.461
H  5.911  0.609  -1.172
H  5.807  0.710  1.301
H  4.117  -0.372  3.483
C  -1.735  2.016  0.203
C  -0.829  2.325  -0.837
C  -0.849  1.199  -1.749
C  -1.769  0.270  -1.210
C  -2.298  0.743  0.026
C  -3.614  0.281  0.659
C  -3.620  0.589  2.155
C  -3.842  -1.215  0.442
C  -4.782  1.036  0.008
C  -0.021  0.848  -3.010
C  0.101  2.002  -4.011
C  1.402  0.358  -2.664
C  -0.719  -0.292  -3.767
C  -0.087  3.675  -0.894
C  -0.372  4.490  0.375
C  -0.619  4.534  -2.051
C  1.442  3.519  -0.999
H  -1.958  2.658  1.045
H  -2.064  -0.659  -1.677
H  -2.749  0.157  2.650
H  -4.524  0.190  2.635
H  -3.590  1.668  2.347
H  -3.029  -1.821  0.855
H  -3.928  -1.461  -0.624
H  -4.775  -1.526  0.928
H  -4.686  2.115  0.178
H  -5.749  0.707  0.419
H  -4.794  0.865  -1.075
H  0.644  2.859  -3.623
H  -0.886  2.347  -4.343
H  0.644  1.645  -4.892
H  2.057  1.181  -2.365
H  1.867  -0.144  -3.526
H  1.383  -0.353  -1.835
H  -1.779  -0.075  -3.929
H  -0.653  -1.250  -3.240
H  -0.240  -0.424  -4.743
H  -1.439  4.721  0.473
H  0.169  5.439  0.301
H  -0.050  3.984  1.288
H  -1.691  4.719  -1.910
H  -0.489  4.075  -3.029
H  -0.108  5.508  -2.060
H  1.812  2.759  -0.307
H  1.932  4.466  -0.748
H  1.778  3.243  -2.000
C  0.678  1.434  2.123
H  0.976  2.233  1.434
H  1.623  1.188  2.634
H  0.043  1.931  2.867

These are the Mulliken partial charges, in e, on atoms 1 to 2:
1. V 0.34
2. C -1.04

---

The following is a quantum chemistry calculation of a 2-piece molecular cluster, C8H4F2O overall at a distorted geometry, from the Open Molecules 2025 dataset.

The HOMO energy comes out at -8.999 eV. Its spin multiplicity is 1.

Geometry (Å):
C  0.119  0.947  -0.292
C  0.999  -0.154  0.090
C  -1.241  0.978  -0.244
C  0.696  -1.371  -0.123
C  -2.010  -0.044  0.248
C  -2.108  -1.178  0.889
C  0.728  -2.582  -0.494
C  -3.265  -0.765  0.036
O  0.209  -3.643  -0.547
F  -3.519  -1.339  -1.142
F  -4.481  -0.257  0.501
H  0.507  2.014  -0.519
H  1.795  0.081  0.762
H  -1.806  1.808  -0.704
H  -1.678  -1.836  2.103

These are the natural (NBO) partial charges, in e, on atoms 1 to 2:
1. C -0.18
2. C -0.12

---

The following is a quantum chemistry calculation of a 2-piece molecular cluster, C5H16NOS overall at a distorted geometry, from the Open Molecules 2025 dataset.

The HOMO energy (spin up / spin down) comes out at -2.986 / -9.050 eV. The energy relative to the best compared isomer or geometry (same formula, charge and spin) comes out at 14.3 kcal/mol. Its spin multiplicity is 2. The expectation value of S² is 0.75.

Geometry (Å):
C  -1.591  -0.463  1.398
C  -0.880  0.854  1.115
C  0.571  1.001  1.607
C  1.774  0.842  0.642
S  1.476  -0.158  -0.855
C  1.267  -1.823  -0.121
N  -1.071  1.220  -0.322
H  -2.517  -0.213  1.902
H  -1.069  -1.071  2.151
H  -1.716  -1.102  0.547
H  -1.453  1.649  1.574
H  0.559  2.007  1.987
H  0.730  0.294  2.395
H  2.027  1.811  0.303
H  2.603  0.345  1.104
H  2.157  -2.370  -0.428
H  0.294  -2.188  -0.442
H  1.317  -1.825  0.970
H  -0.526  0.596  -0.939
H  -2.073  1.031  -0.498
H  -0.966  2.263  -0.431
H  -2.217  -1.769  -2.410
H  -2.703  -0.362  -2.655
O  -2.119  -0.887  -2.102

These are the natural (NBO) partial charges, in e, on atoms 1 to 2:
1. C -0.65
2. C -0.18

---

The following is a quantum chemistry calculation of C24H31BN13OSTi as an isolated structure, from the Open Molecules 2025 dataset.

The HOMO energy (spin up / spin down) comes out at -7.790 / -8.403 eV. The energy relative to the best compared isomer or geometry (same formula, charge and spin) comes out at 49.2 kcal/mol. Its spin multiplicity is 2. The expectation value of S² is 0.75.

Geometry (Å):
Ti  0.276  -0.436  -0.206
C  1.855  -4.672  -0.313
C  0.789  -3.796  -0.118
N  1.192  -2.529  -0.218
N  2.522  -2.578  -0.462
C  2.940  -3.848  -0.528
B  3.318  -1.251  -0.450
N  2.682  -0.314  -1.480
C  2.595  1.052  -1.447
C  2.389  1.487  -2.727
C  2.400  0.303  -3.499
N  2.590  -0.766  -2.758
N  3.111  -0.641  0.959
C  3.947  -0.633  2.007
C  3.208  -0.412  3.152
C  1.891  -0.308  2.706
N  1.838  -0.441  1.383
N  4.791  -1.460  -0.743
C  5.549  -0.803  -1.653
C  6.839  -1.254  -1.530
C  6.773  -2.206  -0.497
N  5.545  -2.327  -0.023
H  1.839  -5.747  -0.295
H  -0.238  -4.038  0.100
H  3.980  -4.069  -0.696
H  2.695  1.589  -0.520
H  2.241  2.500  -3.059
H  2.277  0.198  -4.566
H  4.997  -0.823  1.864
H  3.569  -0.345  4.163
H  0.986  -0.172  3.274
H  5.113  -0.081  -2.323
H  7.697  -0.949  -2.103
H  7.566  -2.808  -0.082
N  -4.082  1.787  0.243
C  -2.966  1.018  0.141
S  -1.601  1.773  -0.734
N  -2.963  -0.154  0.651
N  -1.898  -1.016  0.459
C  -1.865  -1.691  -0.634
C  -2.381  -1.326  -1.966
C  -3.632  -1.483  -2.534
C  -3.824  -1.095  -3.854
C  -2.762  -0.566  -4.580
C  -1.507  -0.399  -4.013
C  -1.313  -0.771  -2.689
O  -0.151  -0.587  -2.042
H  -4.073  2.710  -0.149
H  -4.961  1.351  0.459
H  -1.135  -2.492  -0.646
H  -4.445  -1.903  -1.955
H  -4.794  -1.210  -4.317
H  -2.918  -0.270  -5.610
H  -0.683  0.028  -4.568
C  -0.762  2.081  2.623
C  -0.097  2.553  1.327
C  1.401  2.812  1.511
C  -0.706  3.911  0.955
N  -0.287  1.516  0.268
H  -1.845  2.030  2.488
H  -0.555  2.773  3.443
H  -0.429  1.086  2.912
H  1.557  3.478  2.362
H  1.796  3.308  0.622
H  1.972  1.908  1.688
H  -0.359  4.247  -0.024
H  -1.796  3.893  0.946
H  -0.391  4.642  1.701
N  -1.059  -1.591  3.632
H  -0.588  -2.471  3.453
H  -1.595  -1.702  4.485
H  -1.712  -1.444  2.870

These are the Mulliken partial charges, in e, on atoms 1 to 2:
1. Ti -0.29
2. C -1.50

---

For each record above, in turn, the calculated energy values are -2541.557547 -581.944344 -728.138762 -2992.870242 hartree.